(1)
DFT (ωB97M-V/def2-TZVPD) results for C15H15FN8PtS as an isolated structure.

Each line ends with the Mulliken spin population.
CARTESIAN COORDINATES (ANGSTROEM)
S 0.94950 -0.39144 -1.15037  0.141
C -3.83661 -0.41254 2.97600  -0.062
C -4.53800 -2.76795 -3.33132  0.001
H -5.24997 -3.58042 -5.03811  0.000
C -1.92613 0.04207 4.35233  -0.060
N 0.24111 0.89049 1.07561  0.175
H 5.10967 1.12495 -2.35548  0.001
H -3.86465 -0.46858 5.12141  0.008
C -3.08176 -0.19734 1.83788  0.101
H 2.99399 0.83953 -1.41766  -0.023
C 5.45775 1.53240 -1.41473  0.093
C -3.26865 -0.29723 4.23646  0.124
H -1.47382 0.13752 5.33012  -0.002
H -5.76678 -2.52378 -1.73257  0.000
N -1.52718 -1.34517 -2.87139  -0.006
C 4.59048 1.60830 -0.32651  -0.083
F -3.31827 -0.46008 -0.99324  0.002
C -1.72740 0.13031 1.95616  -0.042
N -5.46092 -3.41720 -4.06988  0.001
C 5.02043 2.12406 0.89230  0.084
H -6.40794 -3.52112 -3.75330  0.000
H -4.88290 -0.66606 2.87632  -0.003
C -2.41901 -1.95069 -3.30552  0.008
H -3.51569 -0.27526 0.85612  0.009
C 7.19907 2.50319 -0.07273  0.086
N 2.41554 1.20574 0.50190  0.498
C 6.32658 2.56699 1.00583  -0.038
H 4.33120 2.16838 1.72093  0.019
C -1.15390 0.25828 3.22858  0.107
H 6.66522 2.97080 1.94965  -0.002
H 8.21488 2.85375 0.02911  0.006
N -3.38599 -2.53444 -3.92244  0.001
H -0.11218 0.52449 3.31428  0.009
N 3.28341 1.15902 -0.49242  0.289
N -4.81426 -2.46251 -2.05549  0.001
C 6.75738 1.98484 -1.28305  -0.051
H -4.20656 -1.77143 -1.56730  -0.001
C 1.18832 0.63440 0.20753  0.064
H 7.42833 1.93098 -2.12936  -0.002
N -0.94956 0.31960 0.80573  0.439
Pt -1.28469 -0.46687 -0.99138  0.108

Values from the calculation:
Kohn-Sham gap (spin up / spin down)   0.2579 / 0.2283 hartree
Electronic energy   -44517.963 eV
Net charge   0
E_LUMO (spin up / spin down)   0.0106 / -0.0711 Eh
Spin multiplicity   3
Strongest force on any atom   0.8 eV/Å
Molar mass   553.48 g/mol

=====

(2)
DFT (ωB97M-V/def2-TZVPD) results for the molecule C2Cl2F2O in a non-equilibrium geometry.

Each line ends with the natural charge from an NBO analysis.
CARTESIAN COORDINATES (ANGSTROEM)
Cl 1.89486 0.71500 0.54268  0.065
Cl -1.73258 1.03313 -0.78627  -0.073
F -1.18074 -1.20019 0.42422  -0.291
O 1.16964 -0.85028 -1.36604  -0.447
C -0.62379 -0.04162 0.23703  0.629
F -0.41795 0.51439 1.39591  -0.304
C 0.89056 -0.17043 -0.44753  0.421

Values from the calculation:
Kohn-Sham gap   0.4153 hartree
Electronic energy   -34600.566 eV
Net charge   0
E_LUMO   -0.0001 Eh
SMILES   O=C(Cl)C(F)(F)Cl
Strongest force on any atom   3.1 eV/Å
Molar mass   148.92 g/mol

=====

(3)
DFT (ωB97M-V/def2-TZVPD) results for the molecule C8H13NS3 in a non-equilibrium geometry.

Each line ends with the natural charge from an NBO analysis.
CARTESIAN COORDINATES (ANGSTROEM)
C -0.83914 1.15154 -0.08102  -0.004
C 1.27477 1.89307 0.09954  0.141
C 0.72677 2.61678 1.15622  -0.466
S -2.29694 -1.25514 0.59141  0.172
C -2.06928 0.40951 -0.46266  -0.255
H -0.19944 -0.57012 2.59106  0.226
H 3.20323 0.89257 -0.29634  0.227
N 0.37807 1.08920 -0.55442  -0.457
H 2.63653 1.63208 -1.53341  0.232
S -3.59030 1.40775 -0.29234  0.018
H -4.34207 0.34868 0.22743  0.155
S -0.91730 2.17405 1.31646  0.457
H -0.84431 -0.80690 -1.92632  0.238
C 0.14385 -1.52506 2.01843  -0.642
H -2.75034 -0.65612 -2.09364  0.222
H 1.28186 -1.41785 1.86458  0.221
C -0.68906 -2.02225 0.81875  -0.547
C -1.82516 -0.14754 -1.88865  -0.640
H -0.86611 -3.15009 0.90272  0.239
H 3.45448 2.54851 -0.18075  0.212
C 2.64814 1.77787 -0.52924  -0.636
H -1.79601 0.74522 -2.64275  0.219
H -0.08133 -2.26106 2.74999  0.211
H 1.32327 3.27884 1.68302  0.241
H -0.20336 -1.80116 -0.06453  0.218

Values from the calculation:
Kohn-Sham gap   0.3328 hartree
Electronic energy   -42500.934 eV
Net charge   0
E_LUMO   0.0178 Eh
SMILES   CCS[C@@](C)(S)c1nc(C)cs1
Strongest force on any atom   4.9 eV/Å
Molar mass   219.40 g/mol

=====

(4)
DFT (ωB97M-V/def2-TZVPD) results for a 2-piece molecular cluster, C22H23FNO3SSi overall in a non-equilibrium geometry.

Each line ends with the natural charge from an NBO analysis.
CARTESIAN COORDINATES (ANGSTROEM)
C 1.65597 2.11763 -1.32863  -0.182
H 6.56022 0.97080 -0.76445  0.236
C 6.63069 3.43364 -3.73861  -0.184
H -0.46615 2.38837 -1.34427  0.210
H 0.21890 -2.10537 2.17389  0.278
H -3.94797 -0.03348 3.07419  0.225
O -0.77377 -1.63340 -0.87932  -0.491
F 0.35583 -0.32527 0.53864  -0.300
C -0.08200 -2.55865 1.23866  -0.594
O 4.09185 1.08665 -0.45328  -0.543
C -1.44428 -3.14046 1.44108  0.224
H -4.03293 -2.92925 0.86764  0.235
C -3.46350 -4.50380 2.08013  -0.482
O 4.20217 4.59956 -4.49483  -0.513
C 2.86557 2.47818 -1.90396  -0.062
H -5.68047 0.26254 2.93495  0.268
H 1.64773 1.40196 -0.52380  0.226
H -4.23908 -5.05323 1.57285  0.265
C 5.40306 2.23307 -2.04562  -0.158
C -0.20420 -1.48256 0.17560  0.870
H -6.61691 -2.52665 0.89148  0.245
S -1.90658 -4.72705 1.08487  0.454
H -7.07947 -3.63289 2.18248  0.250
H -3.23025 -4.85801 3.07080  0.242
H -7.49436 -1.91255 2.26017  0.261
C 4.12160 1.86708 -1.38380  0.538
H 1.73653 4.68824 -4.20651  0.244
C 7.78138 1.96596 -2.22012  -0.190
H 0.63596 -3.29677 0.92303  0.294
C 6.58488 1.65793 -1.59765  -0.152
C 4.17832 3.78492 -3.59974  0.535
C 0.50336 3.60531 -2.82413  -0.190
C -6.74171 -2.63029 1.96408  -1.105
H -4.70381 -0.11626 1.50664  0.243
H 8.73897 3.08137 -3.78388  0.224
N -2.39546 -2.40018 1.92218  -0.483
C -3.72493 -3.03266 1.91399  -0.473
C 7.80345 2.84887 -3.29429  -0.181
H -0.41779 4.04600 -3.17997  0.221
H -2.25105 -1.45005 2.22152  0.439
H -5.32147 -1.67914 5.27386  0.263
H 8.70076 1.51656 -1.87096  0.222
C 2.89144 3.40175 -2.94888  -0.144
H 6.64123 4.12468 -4.56894  0.243
C -4.85933 -0.32523 2.55878  -1.103
C 5.42767 3.13247 -3.11550  -0.050
H -4.21637 -2.98958 4.95351  0.238
C -5.17141 -2.55942 4.66598  -1.121
C 0.47734 2.67493 -1.78996  -0.199
Si -5.16060 -2.15870 2.84150  1.599
H -5.93639 -3.27578 4.93021  0.260
C 1.70737 3.96819 -3.40161  -0.150

Values from the calculation:
Kohn-Sham gap   0.2552 hartree
Electronic energy   -52245.375 eV
Net charge   +1
E_LUMO   -0.1573 Eh
Strongest force on any atom   2.6 eV/Å
Molar mass   428.58 g/mol

=====

(5)
DFT (ωB97M-V/def2-TZVPD) results for the molecule C4H6O2.

Each line ends with the natural charge from an NBO analysis.
CARTESIAN COORDINATES (ANGSTROEM)
H -0.12622 -0.74988 2.43772  0.126
O 0.00440 -1.82773 -1.09852  -0.519
C -0.96051 -0.22997 0.44612  -0.627
H 1.23000 0.93984 -0.36251  0.269
H 1.51857 0.19125 -1.94259  0.235
H -1.40586 0.72355 0.15271  0.245
O 0.76666 0.87695 1.69997  -0.519
H 0.08375 1.24514 -1.64725  0.233
C -0.05046 -0.01359 1.63027  0.445
H -1.74550 -0.95880 0.65833  0.240
C 0.74772 0.48099 -1.23984  -0.744
C -0.06255 -0.67773 -0.73442  0.617

Values from the calculation:
Kohn-Sham gap   0.3818 hartree
Electronic energy   -8339.578 eV
Net charge   0
E_LUMO   0.0164 Eh
SMILES   CC(=O)CC=O
Strongest force on any atom   0.7 eV/Å
Molar mass   86.09 g/mol